No. 1
127
Properties=species:S:1:pos:R:3:forces:R:3 method="wB97M-V/def2-TZVPD" homo_energy_ha=-0.3273 multiplicity=1 lumo_energy_ev=0.4
C 2.5103 4.8178 -2.4673 -0.37 -1.03 1.29
C 2.1918 4.3481 -0.9876 1.65 2.79 -2.36
O 0.8049 4.4891 -0.8394 -1.57 -0.79 0.68
C 0.1030 3.5040 -0.2385 2.57 0.83 2.53
O 0.6253 2.5344 0.3536 -2.50 4.56 2.18
O -1.1362 3.7542 -0.3694 -1.16 2.02 -0.66
C -2.1776 2.8429 0.0322 3.93 2.33 -3.24
H 1.7286 4.3642 -3.0767 0.15 0.35 -0.22
H 3.4610 4.3881 -2.7832 0.08 0.23 -0.02
H 2.4992 5.9043 -2.5540 -0.01 -0.13 -0.07
H 2.6783 5.0753 -0.3375 -0.01 -0.04 0.39
H 2.5905 3.3587 -0.7634 -0.69 3.25 -2.65
H -2.3631 2.1342 -0.7750 0.90 1.63 -0.58
H -3.1165 3.3608 0.2279 1.77 3.36 -1.29
H -1.8956 2.3522 0.9637 1.58 1.16 -2.33
C -0.3964 -3.4586 2.8277 -5.69 -1.52 0.80
C -1.5015 -3.2941 1.7521 0.59 -1.57 0.88
O -2.2352 -2.1033 1.9410 -2.04 1.35 1.32
C -3.3143 -2.1130 2.7958 -1.79 -1.47 0.77
O -3.8550 -3.1181 3.2899 1.88 2.64 -1.31
O -3.8142 -0.8285 2.9755 1.64 -2.51 0.43
C -4.9206 -0.6429 3.9110 0.31 -0.28 -0.38
H -0.1409 -2.4444 3.1346 -1.69 -1.58 0.98
H 0.5263 -3.8710 2.4195 -4.93 -3.14 -0.86
H -0.7815 -4.0274 3.6740 -0.06 -0.18 0.06
H -2.1814 -4.1460 1.7660 0.01 0.01 -0.15
H -1.0063 -3.2224 0.7837 -0.56 -0.19 0.74
H -4.6746 -1.0040 4.9096 0.14 0.06 -0.15
H -5.8444 -1.1126 3.5731 0.22 -0.28 -0.19
H -5.0806 0.4346 3.8735 0.24 -0.92 0.69
C 1.5160 -2.4020 2.3193 7.08 2.02 2.09
C 2.7783 -1.8088 3.0883 -1.25 -0.57 -1.61
O 3.8345 -2.8102 3.1939 -0.32 0.26 0.00
C 4.5613 -3.2897 2.1870 2.95 -1.86 -0.16
O 5.3940 -4.2100 2.3825 -2.98 3.23 -1.25
O 4.3579 -2.5826 1.0060 0.35 -2.12 1.31
C 5.1965 -2.7512 -0.1541 1.01 -2.27 0.35
H 1.2071 -3.3649 2.7262 5.51 3.38 1.11
H 1.6822 -2.5159 1.2481 2.55 -1.39 2.18
H 0.6968 -1.7005 2.4770 1.63 0.14 -0.59
H 2.4494 -1.5365 4.0912 0.43 -0.50 0.20
H 3.0936 -0.8759 2.6211 0.49 -0.30 0.06
H 6.2382 -2.6746 0.1577 -0.04 -0.09 -0.06
H 5.0695 -2.1575 -1.0593 -0.88 0.91 0.97
H 4.9972 -3.7526 -0.5356 0.37 -0.27 0.21
C 0.1987 1.6639 2.9756 -0.25 0.93 0.69
C -0.3815 3.0365 3.2597 0.32 -0.61 -0.47
O -1.7519 2.9152 3.7205 1.32 1.13 1.49
C -2.8377 2.6031 3.0663 0.83 -0.50 1.20
O -2.9064 2.2297 1.9220 -0.85 0.03 10.00
O -3.8106 2.6802 3.9651 -1.39 0.34 0.05
C -5.1864 2.5784 3.5294 -0.55 -0.30 -0.73
H 1.2618 1.7632 2.7567 -0.14 0.33 -0.70
H -0.3539 1.1832 2.1683 0.04 1.62 1.42
H 0.2723 0.9417 3.7887 -0.78 0.29 0.68
H -0.2973 3.7085 2.4056 -0.54 -0.44 -0.50
H 0.2489 3.5905 3.9553 -0.80 -0.20 0.95
H -5.4650 3.3201 2.7809 0.33 0.24 0.18
H -5.8840 2.6205 4.3658 0.65 0.43 0.36
H -5.3940 1.6191 3.0552 0.09 0.97 -0.01
C -0.0921 1.6384 -2.0061 0.88 -0.95 -2.52
C 1.0127 1.7204 -3.0695 -0.31 1.33 0.98
O 0.8121 0.6109 -3.8912 0.11 -1.49 -1.84
C 1.6654 0.3045 -4.9042 0.39 1.12 -0.55
O 2.7592 0.8080 -5.1387 -2.05 -1.09 0.51
O 1.0064 -0.6108 -5.6594 0.01 -0.04 0.56
C 1.5482 -0.9703 -6.9362 1.06 0.82 0.17
H -0.0449 2.3766 -1.2055 0.08 -1.77 -3.26
H -0.0222 0.6622 -1.5262 0.65 0.18 -1.45
H -1.0909 1.6409 -2.4427 0.04 0.12 -0.34
H 2.0290 1.6728 -2.6785 -0.21 0.24 0.02
H 0.8552 2.6770 -3.5678 0.25 -0.21 -0.74
H 1.6989 -0.0426 -7.4882 -0.11 -0.11 -0.28
H 0.8893 -1.6500 -7.4767 -0.18 0.17 0.50
H 2.5377 -1.4114 -6.8160 -0.07 -0.20 0.04
C 0.4635 -3.3959 -2.6387 0.38 -0.69 -0.27
C 1.8333 -2.6470 -2.6254 -0.52 0.96 -0.16
C 2.8204 -3.7467 -2.8953 -0.82 -0.64 0.07
O 2.1352 -4.5509 -3.8564 0.74 -0.60 -0.12
C 0.6966 -4.5051 -3.6759 1.42 1.22 -0.36
H -0.3847 -2.7434 -2.8461 0.27 -0.55 -0.90
H 0.1926 -3.8424 -1.6819 0.38 -0.10 0.18
H 2.0974 -1.9561 -1.8247 -0.49 -1.04 0.80
H 1.8075 -1.8739 -3.3933 0.07 -0.48 -0.84
H 2.9862 -4.3473 -2.0009 -0.08 -0.10 0.45
H 3.8259 -3.4809 -3.2215 -0.26 0.23 -0.58
H 0.3214 -5.4908 -3.4007 -0.07 0.10 -0.03
H 0.3889 -4.1792 -4.6695 -0.74 -0.32 0.10
C 0.5178 -1.2249 0.1971 -0.59 -0.60 -1.28
C -0.1090 -0.2150 1.0969 0.05 -0.05 -0.16
C -1.0786 0.4467 0.1551 -0.04 -0.71 0.64
O -1.4712 -0.5575 -0.7596 -1.05 -0.52 -0.97
C -0.5714 -1.6212 -0.7659 1.18 0.03 0.29
H 0.9299 -2.0707 0.7474 -2.37 1.94 -2.94
H 1.3199 -0.7761 -0.3888 0.09 0.13 0.20
H 0.6227 0.4823 1.5051 -0.93 -1.09 -1.23
H -0.6106 -0.5570 2.0022 -0.20 -0.65 -0.38
H -0.6089 1.2195 -0.4534 -1.15 -1.08 2.53
H -2.0468 0.7794 0.5294 2.81 -0.87 1.65
H -0.0736 -1.8298 -1.7129 -1.05 1.20 0.66
H -1.0088 -2.5496 -0.3988 -0.55 0.49 -1.11
C 3.8171 -0.2328 0.4291 -0.77 0.99 -0.32
C 2.7307 0.7572 0.8242 0.08 -0.12 1.49
C 2.4763 1.6597 -0.3496 1.87 -2.12 -0.01
O 3.4739 1.3068 -1.3164 -0.12 -0.35 -0.05
C 3.8454 -0.0487 -1.0818 1.51 0.65 0.16
H 3.6263 -1.2481 0.7769 -0.53 1.67 -0.72
H 4.7327 0.0987 0.9189 0.37 -0.13 -0.33
H 3.0749 1.2880 1.7118 0.09 0.46 -0.05
H 1.8089 0.2831 1.1614 1.71 0.09 -0.52
H 2.6282 2.7088 -0.0959 0.42 -3.85 2.29
H 1.4636 1.5465 -0.7366 1.70 -0.62 -0.37
H 4.8587 -0.0962 -1.4805 0.05 -0.30 -0.13
H 3.2507 -0.8044 -1.5951 -0.23 0.49 -0.14
C -3.7758 1.4649 0.2034 -4.02 -3.98 -2.33
C -4.5937 1.7192 -1.0175 0.34 0.55 -1.38
C -6.0366 1.8532 -0.5084 0.67 -1.86 -0.62
O -5.9652 1.4206 0.8539 -0.95 0.46 0.84
C -4.7634 0.7005 1.0883 0.82 1.30 -0.62
H -3.4111 2.4289 0.5579 -4.46 -3.92 -0.26
H -2.9275 0.8351 -0.0648 -2.86 -0.06 -0.53
H -4.3496 0.9658 -1.7665 -0.97 -0.51 -0.05
H -4.2141 2.5971 -1.5404 -0.25 0.62 0.11
H -6.6254 1.0990 -1.0306 -0.42 0.15 -0.21
H -6.5092 2.8232 -0.6627 0.17 0.07 0.57
H -4.8501 -0.3723 0.9158 -0.21 -0.07 -0.71
H -4.3941 0.7550 2.1124 -0.84 0.37 -0.90


No. 2
10
Properties=species:S:1:pos:R:3:forces:R:3 method="wB97M-V/def2-TZVPD" homo_energy_ha=-0.3705 multiplicity=1 smiles="C=C(F)C(N)=O" lumo_energy_ev=0.2
C 0.9441 1.7294 0.0243 -5.63 1.30 0.53
C -0.0004 0.7341 0.1444 0.70 0.96 2.50
F -1.0769 0.9678 0.9518 0.43 0.24 -0.94
C 0.0131 -0.7921 -0.1524 -1.48 -2.07 4.59
N 0.3771 -1.0104 -1.3790 4.54 2.77 -5.49
O -0.3684 -1.7562 0.6350 1.48 4.55 -2.95
H 1.7715 1.6229 -0.5174 3.37 -1.05 -2.04
H 0.6690 2.8898 0.0438 0.28 -2.86 0.90
H 1.1192 -0.2090 -1.9928 -3.45 -2.97 2.85
H 0.6988 -1.9205 -1.6251 -0.23 -0.88 0.05


No. 3
10
Properties=species:S:1:pos:R:3:forces:R:3 method="wB97M-V/def2-TZVPD" homo_energy_ha=-0.2953 multiplicity=1 lumo_energy_ev=-0.1
N -0.1406 -0.8725 -0.5440 -2.44 4.57 1.46
P -2.0560 1.6307 0.3827 2.01 -2.22 -0.31
P -1.6895 -0.6013 0.1452 -0.63 -2.21 -1.00
P 1.8610 1.5987 0.2040 -0.53 -0.85 2.63
P -0.1088 0.9286 -0.5298 0.67 -1.55 -0.21
H -2.7658 -0.9555 -0.6828 -0.03 0.24 -0.65
H -1.9916 -1.8201 0.8364 0.38 0.76 1.03
H 1.3469 2.1394 1.5774 0.63 -0.91 -1.97
H 1.5941 2.7644 -0.3937 -0.17 1.92 -0.87
H -0.0103 1.3371 -1.8680 0.11 0.25 -0.10


No. 4
102
Properties=species:S:1:pos:R:3:forces:R:3 method="wB97M-V/def2-TZVPD" charge=+1 homo_energy_ha=-0.3978 multiplicity=1 lumo_energy_ev=-2.9
Ir 1.2385 1.7842 -0.6558 0.15 -0.19 -0.23
O -2.2193 -0.9223 -0.5702 -0.03 0.10 -0.01
P -2.1522 -1.2407 0.8716 -0.03 -0.03 -0.04
C -0.3783 -1.5359 1.3360 0.02 0.03 0.07
P 0.9021 -1.5227 0.0807 -0.05 -0.04 -0.04
O 0.9123 -0.2714 -0.7747 0.09 0.11 0.02
C 0.5736 -2.8972 -1.0192 0.03 -0.03 0.03
C 1.0761 -4.1690 -0.7473 -0.01 0.01 -0.05
C 0.7697 -5.2250 -1.5922 -0.01 -0.01 -0.01
C -0.0334 -5.0100 -2.7056 0.02 -0.02 0.03
C -0.5300 -3.7425 -2.9785 -0.01 0.01 0.02
C -0.2341 -2.6826 -2.1351 -0.01 0.08 -0.07
C 2.4489 -1.8799 0.9226 0.01 0.01 -0.03
C 2.5352 -2.0081 2.3060 0.01 0.02 0.00
C 3.7568 -2.2833 2.9035 -0.04 -0.01 -0.01
C 4.8922 -2.4351 2.1235 0.03 -0.01 0.00
C 4.8120 -2.3159 0.7415 0.00 0.00 -0.01
C 3.5951 -2.0420 0.1420 -0.01 0.00 0.02
C -2.8523 -4.1850 1.6089 0.02 -0.02 0.01
C -2.5406 -4.2816 0.2510 0.03 0.03 -0.03
C -3.5309 -4.1503 -0.7145 0.04 -0.01 -0.04
C -4.8432 -3.9262 -0.3383 -0.04 0.01 -0.01
C -5.1674 -3.8405 1.0112 0.00 0.00 0.03
C -4.1833 -3.9677 1.9750 -0.01 0.00 0.02
C -1.7758 -4.2630 2.6259 -0.01 -0.02 0.06
C -1.8265 -3.4700 3.7729 -0.03 -0.01 0.00
C -0.7684 -3.4489 4.6701 0.01 0.00 0.01
C 0.3603 -4.2213 4.4352 -0.01 -0.02 0.01
C 0.4142 -5.0300 3.3075 0.02 -0.01 -0.01
C -0.6457 -5.0535 2.4133 0.00 0.01 0.03
H -0.3380 -2.4894 1.8783 0.03 0.06 -0.03
H -0.1585 -0.7498 2.0729 0.00 -0.02 0.01
H 1.7108 -4.3320 0.1144 0.02 0.00 0.03
H 1.1641 -6.2120 -1.3888 -0.01 0.01 0.00
H -0.2687 -5.8344 -3.3662 0.01 0.00 0.00
H -1.1501 -3.5794 -3.8503 0.00 0.00 0.00
H -0.6304 -1.6916 -2.3282 0.05 -0.11 0.01
H 1.6587 -1.8906 2.9280 0.00 0.00 0.01
H 3.8200 -2.3767 3.9794 0.00 0.00 0.01
H 5.8437 -2.6495 2.5921 0.00 0.00 0.00
H 5.6983 -2.4380 0.1330 0.00 0.00 0.00
H 3.5355 -1.9520 -0.9347 -0.02 -0.01 -0.03
H -1.5136 -4.4432 -0.0588 -0.06 0.00 0.00
H -3.2652 -4.2112 -1.7619 0.00 0.00 0.02
H -5.6149 -3.8220 -1.0894 0.00 0.00 0.00
H -6.1948 -3.6813 1.3115 0.00 0.00 0.00
H -4.4485 -3.9159 3.0234 0.00 -0.01 0.00
H -2.6883 -2.8371 3.9483 0.00 -0.01 0.00
H -0.8243 -2.8236 5.5519 0.00 0.00 0.00
H 1.1861 -4.2065 5.1344 0.01 0.00 0.00
H 1.2812 -5.6540 3.1302 0.00 0.01 0.00
H -0.6021 -5.6977 1.5450 0.01 -0.02 -0.02
C 4.4977 2.0422 -3.9260 0.02 0.05 0.05
Ge 3.2080 1.0695 -2.8315 -0.15 -0.03 -0.11
C 1.3961 1.8159 -3.2477 -0.23 -0.16 0.12
C 3.2011 -0.8128 -3.3570 -0.15 0.05 0.02
C 3.2623 1.4212 -0.9310 0.03 0.14 0.14
H 4.3168 1.8811 -4.9891 -0.03 -0.02 0.01
H 5.5073 1.6999 -3.6958 0.00 0.01 -0.02
H 4.4491 3.1133 -3.7264 0.01 0.00 0.01
H 1.0443 1.3056 -4.1477 0.00 0.01 -0.02
H 1.4261 2.8839 -3.4435 0.01 0.06 -0.09
H 0.5007 1.6047 -2.5948 0.26 0.14 0.00
H 3.0235 -0.8954 -4.4303 0.03 0.01 0.00
H 2.4122 -1.3655 -2.8430 0.05 0.03 -0.01
H 4.1654 -1.2672 -3.1378 0.06 -0.07 0.00
H 3.9187 2.2682 -0.7127 -0.05 0.04 0.00
H 3.6242 0.5861 -0.3367 -0.03 -0.09 0.07
C -4.8079 4.6064 -0.1348 0.00 0.00 0.00
C -4.6284 3.7596 1.1204 0.00 0.01 0.00
C -3.6222 4.3887 2.0791 0.00 0.00 0.00
C -4.2669 2.3134 0.7799 -0.02 0.01 0.00
N -3.0007 2.1980 0.0583 -0.06 -0.02 -0.05
C -1.7543 2.1468 0.5185 0.03 -0.03 -0.05
N -0.9531 2.0500 -0.5171 0.06 0.02 0.03
N -1.7369 2.0491 -1.6173 0.13 0.01 0.04
N -2.9615 2.1378 -1.2791 -0.13 0.00 0.05
H -5.1527 5.6056 0.1301 0.00 0.00 0.00
H -5.5338 4.1655 -0.8187 0.00 0.00 0.00
H -3.8646 4.7145 -0.6750 0.00 0.00 0.00
H -5.5923 3.6891 1.6334 0.00 0.00 0.00
H -2.6500 4.5297 1.5992 0.00 0.00 0.00
H -3.4788 3.7818 2.9758 0.00 0.00 0.00
H -3.9655 5.3730 2.3964 0.00 0.00 0.00
H -5.0145 1.8597 0.1323 -0.01 0.00 0.00
H -4.1769 1.7082 1.6824 0.00 -0.01 0.00
H -1.4571 2.1753 1.5530 0.02 0.00 0.02
I 1.5338 1.7692 1.9120 -0.03 -0.02 0.17
F 1.1706 8.6236 -1.7919 0.00 0.00 0.00
C 1.9384 8.0642 -0.8516 0.00 -0.01 0.00
F 1.5928 8.5938 0.3309 0.00 0.01 0.00
F 3.2093 8.4078 -1.0935 0.00 0.00 0.00
C 1.7821 6.5622 -0.8221 -0.01 0.00 0.00
C 2.6531 5.8011 -0.0629 0.01 0.00 -0.01
C 2.4853 4.4316 -0.0254 0.02 0.00 0.01
N 1.5045 3.8116 -0.6993 -0.02 -0.07 -0.10
C 0.6638 4.5574 -1.4331 -0.03 -0.01 -0.02
C 0.7689 5.9307 -1.5208 0.01 0.01 0.00
H 3.4588 6.2562 0.4958 0.00 0.00 0.00
H 3.1370 3.8026 0.5596 0.00 0.00 0.00
H -0.1117 4.0239 -1.9655 0.02 0.01 0.01
H 0.0710 6.4866 -2.1293 0.00 0.00 0.00


No. 5
6
Properties=species:S:1:pos:R:3:forces:R:3 method="wB97M-V/def2-TZVPD" homo_energy_ha=-0.3535 multiplicity=1 smiles=S.S lumo_energy_ev=0.9
S -1.7141 -1.0441 -0.2759 -0.12 -0.12 -0.19
H -2.0417 -0.6464 -1.5194 0.05 -0.06 0.18
H -2.3951 -2.1974 -0.4095 0.07 0.17 0.02
S 1.8071 1.4229 0.1764 0.11 -0.04 0.25
H 2.9063 0.7640 0.5879 -0.16 0.09 -0.07
H 1.4374 1.7011 1.4404 0.05 -0.04 -0.18


Taking the records one at a time from the top gives frontier orbital gap values of 9.3; 10.3; 7.9; 7.9; 10.5 eV.
Taking the records one at a time from the top gives energy values of -77372.28595; -9428.31998; -38722.76625; -147972.02112; -21735.03570 eV.